20
Properties=species:S:1:pos:R:3:lowdin_charge:R:1 method="wB97M-V/def2-TZVPD" homo_ev=-9.46 max_force_ha_per_bohr=0.0393 gap_ev=10.1 smiles="C=CCCN.O.O" de_lowest_kj_mol=109.0 total_charge=0
C 1.84 -0.58 -0.83 -0.0112
C 1.27 0.28 0.05 -0.1898
C -0.15 0.15 0.58 -0.2381
C -0.99 1.40 0.32 -0.3119
N -2.41 1.12 0.61 -0.0136
H 1.28 -1.50 -1.14 0.0741
H 2.87 -0.43 -1.18 0.0559
H 1.78 1.14 0.44 0.0932
H -0.70 -0.75 0.11 0.1230
H -0.13 -0.09 1.62 0.0962
H -0.82 1.74 -0.72 0.1045
H -0.65 2.20 0.99 0.1103
H -2.99 1.98 0.51 0.0748
H -2.70 0.49 -0.14 0.0525
O -1.54 -0.57 -2.24 -0.0470
H -0.68 -0.17 -2.15 0.0098
H -1.52 -0.89 -3.14 0.0414
O 2.01 -2.09 2.42 -0.0553
H 2.74 -1.47 2.29 0.0321
H 1.52 -1.99 1.61 -0.0010